[1]
Molecular formula: C3H9S2
Method: DFT, ωB97M-V/def2-TZVPD

Geometry as ORCA input:
```
! wB97M-V def2-TZVPD RIJCOSX def2/J DEFGRID3
* xyz -1 1
C -2.26 0.84 -1.43
S -3.74 0.21 -0.66
H -1.50 0.03 -1.55
H -2.47 1.11 -2.42
H -1.67 1.66 -0.97
C 1.81 -1.39 1.13
C 2.03 0.14 0.60
S 0.60 1.32 0.49
H 1.56 -1.81 0.13
H 0.96 -1.63 1.75
H 2.72 -1.71 1.52
H 2.74 0.54 1.19
H 2.61 0.11 -0.36
H -3.40 0.58 0.58
*
```

- LUMO level (eV) = 3.31
- HOMO level (eV) = -2.4

=====

[2]
Molecular formula: C16H51BO12PdSSr
Method: DFT, ωB97M-V/def2-TZVPD

Geometry as ORCA input:
```
! wB97M-V def2-TZVPD RIJCOSX def2/J DEFGRID3
* xyz 0 3
Sr -1.41 3.63 0.13
Pd -0.44 1.92 3.32
B 0.98 3.79 3.35
H 0.25 3.68 2.49
H 0.39 4.15 4.27
H 1.47 2.78 3.54
H 1.80 4.59 3.21
S -2.69 3.62 3.45
O -4.09 3.26 3.59
O -2.41 5.05 3.46
O -1.91 2.92 4.52
O -2.08 2.97 2.27
C 0.33 -0.73 -0.10
C 0.62 0.78 0.01
O -0.06 1.46 1.01
H 0.03 -1.19 0.84
H 1.28 -1.18 -0.43
H -0.40 -0.92 -0.89
H 0.39 1.25 -0.97
H 1.72 0.91 0.01
C 0.65 -4.57 1.71
C 0.59 -5.05 0.26
O 0.12 -6.39 0.18
H 0.88 -3.50 1.78
H 1.31 -5.15 2.36
H -0.33 -4.72 2.17
H 1.40 -4.77 -0.41
H -0.29 -4.48 -0.08
H -0.67 -6.36 -0.37
C 0.90 -3.23 -3.55
C 0.02 -3.06 -4.79
O -1.03 -2.13 -4.61
H 0.40 -3.96 -2.92
H 1.05 -2.27 -3.05
H 1.88 -3.62 -3.84
H -0.39 -4.01 -5.15
H 0.70 -2.65 -5.55
H -1.24 -1.66 -5.42
C 2.01 5.60 -1.63
C 1.97 4.39 -0.72
O 0.97 4.50 0.30
H 0.97 5.93 -1.73
H 2.43 5.36 -2.61
H 2.56 6.43 -1.18
H 2.98 4.33 -0.32
H 1.77 3.42 -1.19
H 1.40 4.48 1.17
C -1.55 1.69 -3.48
C -0.55 2.85 -3.37
O -1.21 3.85 -2.55
H -1.39 1.21 -4.45
H -2.60 1.96 -3.45
H -1.36 0.93 -2.72
H -0.36 3.39 -4.30
H 0.37 2.47 -2.93
H -1.68 4.45 -3.14
C -3.49 0.15 0.81
C -3.62 0.61 -0.64
O -3.47 2.04 -0.59
H -4.23 0.62 1.45
H -2.45 0.20 1.13
H -3.72 -0.92 0.93
H -4.61 0.31 -1.00
H -2.92 0.13 -1.32
H -4.20 2.43 -0.11
C -1.71 -2.39 4.30
C -1.15 -1.31 3.38
O -1.67 -0.03 3.64
H -1.85 -1.94 5.28
H -1.00 -3.21 4.36
H -2.69 -2.74 4.00
H -1.42 -1.59 2.35
H -0.06 -1.36 3.42
H -2.60 -0.10 3.85
C 4.41 -4.23 -0.21
C 4.21 -2.77 -0.62
O 5.48 -2.10 -0.42
H 4.73 -4.20 0.84
H 5.29 -4.63 -0.72
H 3.54 -4.88 -0.29
H 3.46 -2.25 -0.02
H 3.93 -2.66 -1.66
H 5.35 -1.56 0.36
*
```

- LUMO level (alpha / beta) (eV) = -0.72 / -0.90
- HOMO level (alpha / beta) (eV) = -8.2 / -8.3

=====

[3]
Molecular formula: C6H8
Method: DFT, ωB97M-V/def2-TZVPD

Geometry as ORCA input:
```
! wB97M-V def2-TZVPD RIJCOSX def2/J DEFGRID3
* xyz 0 1
C -0.48 0.50 -1.21
C 0.83 -0.05 -0.59
C 0.97 0.63 0.80
C -0.27 -0.15 1.19
C -1.18 -0.15 -0.03
C -0.06 -1.16 0.09
H -0.70 -0.10 -2.10
H -0.60 1.56 -1.45
H 1.71 -0.22 -1.20
H 1.86 0.27 1.34
H 0.92 1.73 0.84
H -0.67 -0.35 2.18
H -2.25 -0.27 0.11
H -0.06 -2.24 0.03
*
```

- LUMO level (eV) = 1.22
- HOMO level (eV) = -9.4
- SMILES = C1[C@H]2C[C@H]3[C@@H]1[C@@H]23

=====

[4]
Molecular formula: C37H35F3O24
Method: DFT, ωB97M-V/def2-TZVPD

Geometry as ORCA input:
```
! wB97M-V def2-TZVPD RIJCOSX def2/J DEFGRID3
* xyz 0 1
C -1.80 -1.13 0.82
C -1.48 -2.36 -0.04
O -0.79 -1.98 -1.22
C 0.22 -2.86 -1.65
C 1.19 -2.16 -2.59
O 2.34 -1.53 -2.04
C 2.22 -0.49 -1.12
C 1.92 -0.95 0.32
C 2.42 -2.26 0.90
O 2.19 -2.53 2.05
O 3.15 -3.08 0.09
C 3.51 0.33 -1.22
C 4.76 -0.30 -0.59
O 5.90 0.02 -1.38
C 5.02 0.13 0.87
F 4.25 1.17 1.26
F 4.75 -0.88 1.71
F 6.28 0.49 1.08
O 1.10 0.37 -1.40
C 1.17 1.36 -2.34
O 0.93 2.49 -2.02
C 1.49 0.96 -3.75
C 1.73 2.14 -4.67
O 2.49 2.07 -5.59
H -1.10 -0.32 0.60
H -1.73 -1.39 1.87
H -2.79 -0.74 0.61
H -0.93 -3.09 0.55
H -2.44 -2.79 -0.35
H -0.24 -3.67 -2.24
H 0.73 -3.34 -0.81
H 0.60 -1.47 -3.20
H 1.60 -2.90 -3.27
H 2.23 -0.18 1.02
H 0.84 -0.99 0.40
H 2.81 -3.98 0.15
H 3.33 1.33 -0.83
H 3.76 0.43 -2.28
H 4.70 -1.39 -0.63
H 5.94 0.97 -1.47
H 2.32 0.25 -3.82
H 0.61 0.43 -4.14
H 1.15 3.05 -4.47
O 9.75 -1.76 -3.21
C 8.77 -2.41 -3.54
C 7.42 -2.17 -3.10
C 6.44 -2.97 -3.54
O 5.17 -2.84 -3.19
C 6.70 -4.13 -4.47
O 5.73 -4.80 -4.79
C 8.05 -4.36 -4.94
C 9.03 -3.56 -4.50
O 10.30 -3.67 -4.86
H 7.22 -1.34 -2.42
H 4.70 -3.56 -3.64
H 8.23 -5.18 -5.62
H 10.77 -2.96 -4.39
O -4.34 3.03 7.00
C -4.28 2.30 6.02
C -5.41 1.61 5.45
C -5.22 0.82 4.39
O -6.18 0.14 3.78
C -3.85 0.64 3.75
O -3.80 -0.11 2.80
C -2.73 1.35 4.31
C -2.92 2.14 5.38
O -1.95 2.83 5.95
H -6.38 1.75 5.91
H -5.74 -0.33 3.04
H -1.76 1.22 3.85
H -2.34 3.31 6.71
O -1.07 8.95 4.30
C -1.85 8.02 4.48
C -2.04 7.33 5.73
C -2.92 6.32 5.79
O -3.16 5.63 6.90
C -3.72 5.88 4.58
O -4.47 4.93 4.74
C -3.55 6.59 3.33
C -2.67 7.60 3.28
O -2.44 8.32 2.19
H -1.46 7.65 6.59
H -3.85 4.96 6.70
H -4.14 6.28 2.48
H -1.75 8.97 2.45
O -4.67 -1.19 -1.17
C -5.48 -1.98 -1.62
C -6.90 -1.94 -1.33
C -7.71 -2.86 -1.87
O -9.01 -2.91 -1.67
C -7.18 -3.97 -2.76
O -8.01 -4.77 -3.17
C -5.77 -4.01 -3.06
C -4.96 -3.08 -2.54
O -3.66 -3.05 -2.77
H -7.26 -1.14 -0.69
H -9.33 -3.69 -2.17
H -5.41 -4.79 -3.71
H -3.28 -2.28 -2.29
*
```

- LUMO level (eV) = -1.63
- HOMO level (eV) = -9.6
- SMILES = CCOCCO[C@@](CC(=O)O)(C[C@@H](O)C(F)(F)F)OC(=O)CC=O.O=C1C=C(O)C(=O)C=C1O.O=C1C=C(O)C(=O)C=C1O.O=C1C=C(O)C(=O)C=C1O.O=C1C=C(O)C(=O)C=C1O

=====

[5]
Molecular formula: C21H24GeNO4SeSn
Method: DFT, ωB97M-V/def2-TZVPD

Geometry as ORCA input:
```
! wB97M-V def2-TZVPD RIJCOSX def2/J DEFGRID3
* xyz -2 2
Sn 1.41 1.39 1.43
C 1.23 1.71 -2.74
Ge 1.09 0.58 -1.15
C 2.10 -1.07 -1.57
C 3.13 -1.51 -0.75
C 3.84 -2.67 -1.05
C 3.54 -3.40 -2.20
C 2.52 -2.96 -3.04
C 1.81 -1.80 -2.72
C -0.80 -0.14 -1.34
C -1.67 0.41 -2.24
C -3.02 -0.01 -2.35
C -3.51 -0.99 -1.54
C -2.67 -1.60 -0.58
C -3.15 -2.61 0.29
C -2.34 -3.18 1.23
C -0.99 -2.78 1.33
C -0.50 -1.81 0.50
C -1.32 -1.18 -0.48
H 0.98 1.14 -3.64
H 2.26 2.06 -2.78
H 0.56 2.57 -2.65
H 3.42 -0.92 0.12
H 4.65 -2.99 -0.40
H 4.10 -4.29 -2.44
H 2.28 -3.52 -3.94
H 1.00 -1.49 -3.38
H -1.33 1.20 -2.90
H -3.67 0.45 -3.09
H -4.55 -1.32 -1.62
H -4.19 -2.91 0.21
H -2.73 -3.95 1.89
H -0.34 -3.22 2.07
H 0.53 -1.50 0.60
C -2.38 3.33 2.15
C -1.35 2.28 2.59
C -1.15 2.42 4.11
C -1.93 0.88 2.29
N -0.13 2.59 1.89
H -3.31 3.24 2.73
H -2.62 3.20 1.09
H -1.96 4.33 2.28
H -2.11 2.35 4.65
H -0.67 3.37 4.33
H -0.49 1.62 4.47
H -2.87 0.70 2.82
H -1.21 0.11 2.59
H -2.10 0.78 1.22
O 5.37 3.34 0.19
Se 4.20 2.21 0.32
O 4.47 1.07 1.49
O 2.73 2.95 0.81
O 3.85 1.49 -1.12
*
```

- LUMO level (alpha / beta) (eV) = 4.56 / 4.56
- HOMO level (alpha / beta) (eV) = -0.5 / -1.2

=====

[6]
Molecular formula: CH7NO2P
Method: DFT, ωB97M-V/def2-TZVPD

Geometry as ORCA input:
```
! wB97M-V def2-TZVPD RIJCOSX def2/J DEFGRID3
* xyz 1 1
C -0.39 1.47 0.15
N 0.87 1.84 0.28
O -1.19 1.78 1.08
O 0.05 -0.91 -0.06
P -0.12 -2.26 -0.56
H -0.74 1.41 -0.84
H 1.46 1.58 1.01
H 1.08 -2.95 -0.59
H 1.29 1.68 -0.61
H -0.75 1.93 1.98
H -0.63 -2.38 -1.83
H -0.92 -3.19 0.02
*
```

- LUMO level (eV) = -4.25
- HOMO level (eV) = -15.2

=====

Number 1: largest force on an atom 0.082 Eh/bohr. Number 2: largest force on an atom 0.084 Eh/bohr. Number 3: largest force on an atom 0.007 Eh/bohr. Number 4: largest force on an atom 0.015 Eh/bohr. Number 5: largest force on an atom 0.012 Eh/bohr. Number 6: largest force on an atom 0.074 Eh/bohr.